## a
This record from the Open Molecules 2025 dataset describes 5 unconnected molecules or ions with the total composition C20H40O15. The level of theory is ωB97M-V/def2-TZVPD.

Geometry as XYZ:
```
75
Properties=species:S:1:pos:R:3
C 33.624 -14.692 -30.736
C 34.333 -13.401 -31.066
O 35.563 -13.231 -30.368
C 35.462 -12.634 -29.203
O 34.538 -12.048 -28.732
O 36.688 -12.745 -28.525
C 36.862 -12.070 -27.282
H 33.540 -14.799 -29.654
H 34.123 -15.584 -31.114
H 32.566 -14.644 -30.996
H 33.625 -12.575 -30.996
H 34.581 -13.409 -32.127
H 36.313 -11.135 -27.170
H 37.812 -11.538 -27.336
H 36.698 -12.706 -26.412
C 12.426 -11.884 -34.406
C 13.438 -10.841 -33.857
O 14.724 -11.440 -33.720
C 15.582 -11.098 -32.771
O 15.500 -10.083 -32.088
O 16.502 -12.016 -32.625
C 17.728 -11.823 -31.869
H 12.527 -11.827 -35.490
H 11.345 -11.806 -34.286
H 12.831 -12.839 -34.071
H 13.078 -10.689 -32.840
H 13.365 -9.879 -34.364
H 18.463 -12.623 -31.961
H 17.402 -11.886 -30.831
H 18.301 -10.930 -32.121
C 29.766 -16.119 -20.021
C 30.455 -14.830 -19.449
O 30.986 -14.056 -20.483
C 30.905 -12.690 -20.545
O 30.168 -11.966 -19.810
O 31.816 -12.223 -21.506
C 31.886 -10.889 -21.864
H 28.863 -15.801 -20.542
H 29.525 -16.877 -19.276
H 30.378 -16.725 -20.689
H 31.160 -15.077 -18.655
H 29.719 -14.245 -18.896
H 31.614 -10.184 -21.078
H 31.100 -10.607 -22.564
H 32.846 -10.578 -22.273
C 36.242 -4.565 -27.394
C 36.829 -3.404 -26.608
O 38.192 -3.507 -26.592
C 38.877 -3.503 -25.451
O 38.376 -3.356 -24.332
O 40.147 -3.841 -25.697
C 40.995 -4.169 -24.615
H 36.438 -4.645 -28.464
H 35.157 -4.464 -27.424
H 36.314 -5.592 -27.039
H 36.431 -3.476 -25.596
H 36.562 -2.420 -26.993
H 40.580 -4.854 -23.876
H 41.193 -3.235 -24.088
H 41.902 -4.494 -25.124
C 26.240 -9.519 -29.770
C 27.336 -9.920 -28.754
O 26.837 -10.809 -27.774
C 26.399 -12.066 -28.093
O 26.356 -12.545 -29.267
O 26.097 -12.729 -27.019
C 25.426 -13.961 -27.179
H 26.565 -9.170 -30.750
H 25.757 -8.642 -29.339
H 25.537 -10.344 -29.879
H 27.673 -8.994 -28.288
H 28.167 -10.329 -29.327
H 26.001 -14.605 -27.844
H 24.453 -13.838 -27.655
H 25.197 -14.512 -26.267
```

Properties
**Structure (SMILES)**: CCOC(=O)OC.CCOC(=O)OC.CCOC(=O)OC.CCOC(=O)OC.CCOC(=O)OC
**Net charge**: 0
**Orbital gap**: 0.404 Ha


## b
This record from the Open Molecules 2025 dataset describes 5 unconnected molecules or ions with the total composition C20H40O15. The level of theory is ωB97M-V/def2-TZVPD.

Geometry as XYZ:
```
75
Properties=species:S:1:pos:R:3
C 3.616 -1.455 -2.699
C 2.569 -2.509 -2.952
O 2.523 -2.803 -4.369
C 2.937 -4.008 -4.749
O 3.407 -4.858 -4.041
O 2.772 -4.096 -6.068
C 2.844 -5.379 -6.658
H 3.663 -1.193 -1.640
H 3.361 -0.535 -3.225
H 4.618 -1.810 -2.937
H 1.563 -2.153 -2.740
H 2.799 -3.414 -2.395
H 3.854 -5.564 -7.032
H 2.131 -5.418 -7.475
H 2.640 -6.183 -5.949
C 4.435 4.807 3.429
C 5.132 6.108 3.096
O 6.262 5.978 2.263
C 6.039 5.829 0.959
O 5.005 6.039 0.378
O 7.163 5.406 0.398
C 7.111 5.128 -0.990
H 5.018 4.058 3.971
H 3.935 4.326 2.590
H 3.641 5.006 4.159
H 5.373 6.593 4.043
H 4.399 6.797 2.667
H 6.329 4.389 -1.192
H 8.057 4.706 -1.310
H 6.875 6.012 -1.581
C -9.826 -2.162 -1.358
C -9.239 -1.194 -0.360
O -7.836 -1.096 -0.633
C -7.178 -0.107 -0.055
O -7.633 0.712 0.701
O -5.909 -0.155 -0.457
C -5.010 0.806 0.053
H -9.905 -1.665 -2.325
H -10.780 -2.561 -1.023
H -9.170 -3.017 -1.535
H -9.403 -1.465 0.684
H -9.693 -0.210 -0.494
H -4.010 0.409 -0.094
H -5.123 1.031 1.115
H -5.071 1.772 -0.452
C -1.143 0.001 -0.073
C 0.241 0.025 -0.695
O 0.885 1.262 -0.320
C 2.156 1.171 0.069
O 2.821 0.177 0.140
O 2.580 2.407 0.373
C 3.989 2.539 0.415
H -1.750 -0.827 -0.426
H -1.656 0.965 -0.114
H -1.043 -0.074 1.019
H 0.130 0.077 -1.779
H 0.818 -0.823 -0.345
H 4.288 3.585 0.471
H 4.514 2.269 -0.513
H 4.389 1.916 1.211
C 0.220 -3.020 4.099
C -0.775 -2.447 3.104
O -2.090 -2.520 3.736
C -3.131 -2.356 2.941
O -3.122 -2.418 1.732
O -4.212 -2.157 3.686
C -5.388 -1.734 2.977
H 1.007 -3.557 3.563
H -0.235 -3.784 4.727
H 0.684 -2.232 4.685
H -0.859 -3.040 2.199
H -0.587 -1.385 2.973
H -5.865 -2.622 2.562
H -5.079 -1.045 2.196
H -6.071 -1.254 3.669
```

Properties
**Structure (SMILES)**: CCOC(=O)OC.CCOC(=O)OC.CCOC(=O)OC.CCOC(=O)OC.CCOC(=O)OC
**Net charge**: 0
**Orbital gap**: 0.415 Ha


b (0.1107 hartree below the next structure)